Molecular formula: C25H25N7O7V
Method: DFT, wB97M-V/def2-TZVPD

**Calculated total energy**: -2821.07326 Ha
**LUMO (spin up / spin down)**: -4.05 / -8.38 eV
**Gap between HOMO and LUMO (spin up / spin down)**: 7.2 / 2.9 eV
**E_HOMO (spin up / spin down)**: -11.25 / -11.25 eV

Geometry as ORCA input:
```
! RIJCOSX wB97M-V def2-TZVPD def2/J DEFGRID3
* xyz 1 3
C -27.645 4.722 19.202
C -26.759 4.617 20.270
H -24.776 4.024 20.882
H -19.416 -1.713 15.422
C -19.206 1.649 15.526
C -26.927 2.427 9.856
O -26.717 5.996 14.148
C -29.372 1.012 15.500
H -25.863 4.556 12.273
N -25.668 2.450 12.441
H -22.773 5.043 14.234
C -22.429 4.428 13.414
O -25.463 -1.476 14.131
H -26.614 0.252 10.040
C -21.528 2.773 11.413
C -28.334 0.271 15.992
C -19.710 -0.676 15.359
H -18.509 2.450 15.721
C -22.433 2.373 12.392
C -20.578 1.927 15.397
H -25.717 0.275 12.055
C -27.812 2.716 14.811
C -29.130 2.291 15.007
H -22.807 1.366 12.277
C -21.062 -0.334 15.097
H -20.861 2.969 15.407
C -26.526 1.246 10.453
C -26.586 3.656 10.476
H -20.822 5.800 12.614
C -25.061 3.669 18.788
H -29.964 2.839 14.595
C -27.081 0.691 15.762
O -23.944 2.454 15.984
H -27.049 4.965 21.250
N -24.475 -0.823 13.857
C -25.989 3.628 11.735
O -25.230 4.714 14.821
H -20.189 4.325 10.894
H -28.487 -0.744 16.328
H -27.683 3.556 14.145
O -24.971 6.795 15.057
H -17.753 0.013 15.758
N -26.765 1.921 15.148
H -24.069 3.271 18.634
H -26.984 4.567 10.056
H -28.557 5.274 19.377
N -25.909 3.737 17.704
H -27.728 4.418 17.033
H -21.765 -1.120 14.864
H -27.379 2.538 8.881
N -23.063 3.204 13.344
O -23.563 -1.273 13.201
O -24.359 0.332 14.337
C -25.970 1.282 11.759
C -27.147 4.332 17.940
C -18.757 0.344 15.533
N -25.621 5.858 14.699
C -25.476 4.027 20.060
C -21.387 4.880 12.580
H -21.215 2.028 10.696
H -26.245 0.094 16.096
H -30.409 0.710 15.483
V -24.718 2.526 14.594
N -21.518 0.963 15.123
C -21.020 4.058 11.531
*
```